1.
Entry from OMol25: a molecular structure, C33H48F8N9O16PdS8 at a distorted geometry (ωB97M-V/def2-TZVPD).

Values from the calculation:
Energy above the lowest of the compared OMol25 structures with the same formula, charge and spin in kcal/mol: 0.00
Lowest unoccupied orbital energy (alpha / beta) in eV: -7.56 / -7.56
Frontier orbital gap (alpha / beta) in eV: 7.17 / 7.20
HOMO level (alpha / beta) in eV: -14.72 / -14.76
2S+1: 3
Energy in a.u.: -7094.22615
Charge: +3

```
123
Properties=species:S:1:pos:R:3:forces:R:3:mulliken_spin:R:1
Pd -0.446 -0.548 -0.722 0.03 0.07 -0.83 1.593
C -6.578 4.378 1.772 -0.03 0.57 0.90 0.000
C -5.687 4.983 2.869 -1.04 0.28 -0.80 0.000
C -4.320 4.391 2.941 -0.01 -2.16 1.03 0.000
C -3.645 4.873 4.201 0.53 1.28 -0.09 0.000
N -2.359 5.692 3.944 -0.37 -0.72 0.53 0.000
C -1.812 6.159 5.336 2.42 0.71 -2.34 0.000
C -1.594 7.679 5.156 -1.02 0.54 0.78 0.000
C -1.555 7.967 3.629 -0.30 -0.15 0.81 0.000
C -2.637 6.983 3.190 -0.22 0.31 -0.66 0.000
C -1.321 4.813 3.233 0.85 1.10 2.39 0.000
H -6.273 4.712 0.774 0.07 -0.74 0.14 0.000
H -7.602 4.685 1.920 -0.35 0.57 -0.04 0.000
H -6.655 3.321 1.985 0.45 -0.55 -0.79 0.000
H -6.224 4.944 3.832 0.37 -0.10 -0.24 0.000
H -5.490 6.021 2.639 -0.44 0.71 0.09 0.000
H -3.715 4.627 2.077 -0.05 -0.12 -0.43 0.000
H -4.362 3.251 3.056 0.03 1.47 -0.63 0.000
H -3.403 4.029 4.785 1.00 -0.90 0.75 0.000
H -4.286 5.467 4.876 0.19 0.21 -0.64 0.000
H -0.751 5.791 5.459 -1.53 -0.46 -0.01 0.000
H -2.494 5.819 6.081 -0.22 -0.03 0.60 0.000
H -0.702 7.990 5.669 0.51 0.04 0.07 0.000
H -2.391 8.178 5.708 -0.21 0.37 -0.47 0.000
H -0.536 7.682 3.341 -0.30 0.21 -0.61 0.000
H -1.809 9.017 3.279 0.46 -1.32 0.71 0.000
H -2.702 6.816 2.080 -0.08 -0.08 1.20 0.000
H -3.574 7.412 3.613 0.35 -0.62 -0.63 0.000
H -0.555 5.496 2.871 -0.07 -0.08 -0.32 0.000
H -1.703 4.175 2.472 -0.52 -0.35 -0.47 0.000
H -0.843 4.272 4.082 -0.47 -0.16 -1.01 0.000
C 3.606 -1.364 1.797 -0.20 0.56 0.81 0.000
N 3.634 -2.587 2.623 0.02 1.07 0.24 0.000
C 3.987 -3.644 1.963 -0.11 -2.04 1.38 0.000
C 4.043 -4.845 2.644 0.69 -0.81 -2.40 0.000
C 3.708 -4.930 3.962 -0.45 0.65 -0.08 0.000
C 3.363 -3.748 4.681 -0.44 -1.03 -0.15 0.000
C 3.350 -2.583 3.977 0.51 2.18 -1.62 0.000
C 3.646 -6.295 4.493 -0.60 -0.38 1.48 0.000
C 2.385 -6.963 4.629 0.98 1.04 -1.25 0.000
C 2.321 -8.216 5.093 -0.52 -1.33 1.24 0.000
N 3.424 -8.861 5.579 -0.89 1.01 -0.11 0.000
C 4.580 -8.183 5.576 1.89 -0.45 1.20 0.000
C 4.790 -6.890 5.013 -1.15 -1.61 0.76 0.000
C 3.159 -10.209 6.176 2.90 -0.83 -1.50 0.000
H 3.352 -1.596 0.752 -0.10 0.05 0.62 -0.001
H 4.597 -0.926 1.878 0.03 0.22 -0.19 0.000
H 2.877 -0.720 2.279 -0.14 0.29 -0.48 0.000
H 4.188 -3.620 0.927 0.07 0.42 -0.89 0.000
H 4.299 -5.681 1.934 -0.31 0.44 1.52 0.000
H 2.960 -3.814 5.696 0.51 0.21 -0.31 0.000
H 3.225 -1.503 4.281 -0.36 -1.76 0.41 0.000
H 1.449 -6.579 4.266 0.03 0.75 -0.09 0.000
H 1.334 -8.691 5.257 0.90 0.02 -0.37 0.000
H 5.396 -8.665 6.189 -0.84 0.43 -1.10 0.000
H 5.772 -6.407 5.136 -0.67 -0.32 -0.31 0.000
H 2.908 -10.183 7.202 -0.51 0.40 0.95 0.000
H 4.088 -10.849 6.064 -0.90 0.93 0.21 0.000
H 2.441 -10.686 5.540 -0.65 -0.11 -0.01 0.000
C -2.506 -3.151 -7.995 1.28 1.29 -0.55 0.000
N -1.424 -2.163 -7.674 -1.58 -0.72 -0.66 0.000
C -0.174 -2.562 -7.557 1.78 0.35 0.61 0.000
C 0.870 -1.661 -7.413 -0.11 1.62 0.63 0.000
C 0.575 -0.263 -7.265 -1.39 -2.97 -0.47 0.000
C -0.798 0.042 -7.312 0.62 0.76 -0.54 0.000
C -1.782 -0.879 -7.582 -0.03 0.25 0.07 0.000
C 1.530 0.807 -7.028 0.57 1.48 -0.11 0.000
C 2.623 0.671 -6.138 -1.85 -1.21 -0.94 0.001
C 3.301 1.765 -5.740 1.54 -0.40 0.76 0.000
N 3.100 2.936 -6.360 0.39 2.38 0.97 0.000
C 2.125 3.157 -7.228 -1.26 -2.45 -1.47 0.000
C 1.295 2.071 -7.609 1.04 0.98 0.50 0.000
C 3.898 4.130 -5.912 0.52 -0.44 0.43 0.000
H -2.997 -2.774 -8.856 -0.68 0.42 -0.69 0.000
H -3.146 -3.223 -7.181 -1.15 -0.17 1.54 0.000
H -2.103 -4.078 -8.277 0.77 -1.20 -0.03 0.000
H 0.066 -3.607 -7.466 -0.40 -0.27 -0.43 0.000
H 1.887 -2.041 -7.344 -0.22 0.05 -0.07 0.000
H -1.054 1.081 -7.259 -0.44 0.30 0.28 0.000
H -2.854 -0.623 -7.734 1.05 -0.26 0.25 0.000
H 2.812 -0.320 -5.739 0.12 0.32 0.30 0.000
H 4.046 1.650 -4.909 -0.69 0.72 -1.14 0.000
H 2.007 4.097 -7.752 0.31 0.18 0.51 0.000
H 0.563 2.318 -8.386 0.08 -0.56 0.50 0.000
H 4.079 3.935 -4.849 0.18 0.45 -0.29 0.000
H 3.409 5.094 -6.056 -0.57 -0.46 0.06 0.000
H 4.824 4.203 -6.485 0.01 -0.41 0.17 0.000
N -2.069 0.491 0.273 -0.32 2.15 -0.25 0.134
S -2.731 1.955 -0.290 -1.12 2.27 1.66 -0.003
O -2.035 3.222 -0.042 -0.13 -2.57 0.02 0.001
O -4.145 2.006 0.007 1.63 -0.76 -0.57 0.014
F -2.496 1.727 -1.795 -0.15 -0.72 -0.32 -0.002
S -1.982 0.415 1.909 0.72 1.49 -1.01 -0.002
O -2.081 1.662 2.584 -0.47 0.34 -0.17 0.009
O -0.851 -0.376 2.192 0.37 -1.24 0.20 0.007
F -3.261 -0.338 2.235 -0.64 -0.74 0.29 0.002
N -1.322 -3.681 2.120 1.15 -0.64 -0.10 0.001
S -2.047 -3.410 0.735 0.64 -0.13 0.37 0.007
O -1.316 -2.447 -0.067 -0.57 -0.46 0.12 0.022
O -3.438 -3.255 0.994 1.05 -0.32 -0.74 0.002
F -1.809 -4.749 -0.148 -0.44 1.17 1.09 0.004
S 0.243 -3.702 2.375 0.51 1.70 0.46 -0.004
O 1.143 -3.419 1.256 -1.24 -0.60 1.25 -0.004
O 0.636 -4.708 3.343 -0.44 0.44 -1.09 0.000
F 0.444 -2.333 3.321 -0.24 -1.51 -1.03 0.000
N 0.455 1.480 -1.684 -0.27 -1.89 1.70 0.079
S 0.539 2.189 -3.113 -1.61 3.10 7.33 0.001
O -0.437 1.742 -3.956 -2.47 -1.84 -3.18 -0.002
O 1.855 2.443 -3.413 3.91 0.77 -2.34 0.004
F -0.025 3.626 -2.558 0.59 -0.94 -1.30 0.003
S 1.471 1.664 -0.414 1.57 4.36 -7.85 0.005
O 1.176 0.676 0.475 -0.92 -4.63 4.05 0.028
O 1.690 2.980 0.027 0.34 0.31 0.16 0.009
F 2.827 1.217 -1.267 -0.84 0.26 1.87 -0.001
N -0.705 -1.766 -2.711 -0.83 0.40 0.42 0.061
S -2.021 -2.140 -3.513 -2.18 3.17 -1.06 -0.004
O -1.821 -2.047 -4.985 -0.40 -0.68 3.05 0.005
O -3.082 -1.355 -2.864 2.16 -2.26 -1.78 -0.001
F -2.244 -3.640 -3.184 0.07 0.15 -0.20 0.000
S 0.750 -2.173 -3.031 0.82 -0.63 3.06 -0.007
O 0.961 -3.391 -3.676 0.00 -1.35 -1.66 0.009
O 1.509 -1.969 -1.814 -0.55 0.82 -0.30 0.030
F 1.190 -1.046 -3.970 0.70 1.11 -1.29 -0.001
```
Positions in Å, forces in eV/Å.

***

2.
Entry from OMol25: a molecular structure, C33H48GdP2 at a distorted geometry (ωB97M-V/def2-TZVPD).

Values from the calculation:
Lowest unoccupied orbital energy (alpha / beta) in eV: -3.02 / -2.31
Frontier orbital gap (alpha / beta) in eV: 6.01 / 6.88
HOMO level (alpha / beta) in eV: -9.04 / -9.19
2S+1: 8
Energy in a.u.: -2734.24002
Charge: +1

```
84
Properties=species:S:1:pos:R:3:forces:R:3:mulliken_spin:R:1
Gd 1.772 0.484 -0.914 -0.46 0.36 1.12 7.528
C -0.302 -0.361 0.607 1.08 -0.95 0.44 -0.050
C 0.091 -1.452 -0.241 0.87 0.16 1.01 0.011
C 1.834 -1.034 1.235 -1.23 -0.26 -0.48 -0.002
C 0.773 -0.126 1.525 -0.26 -0.64 -0.63 -0.033
C 1.420 -1.861 0.146 -1.03 0.48 0.61 0.004
C -1.695 0.145 0.755 -0.35 0.20 -0.12 0.000
H -2.121 0.495 -0.194 -0.07 -0.02 0.16 -0.001
H -1.750 0.978 1.465 -0.02 -0.17 -0.17 -0.001
H -2.353 -0.660 1.117 0.15 0.23 -0.02 -0.001
C 0.746 0.737 2.735 0.11 0.53 0.30 0.009
H -0.153 1.363 2.765 0.20 -0.09 0.02 0.000
H 1.611 1.418 2.766 -0.24 -0.28 0.13 -0.002
H 0.766 0.131 3.658 -0.01 0.15 -0.34 -0.001
C 3.021 -1.235 2.102 0.52 0.12 0.09 0.001
H 2.715 -1.442 3.137 0.07 0.00 -0.20 0.000
H 3.648 -0.336 2.126 0.02 -0.21 0.15 0.000
H 3.626 -2.073 1.749 0.01 0.08 0.11 -0.001
C 2.108 -3.104 -0.303 0.41 -0.34 -0.26 0.001
H 2.053 -3.897 0.464 0.00 0.27 -0.27 0.000
H 3.177 -2.922 -0.495 -0.17 -0.19 0.01 0.000
H 1.669 -3.509 -1.225 0.09 0.10 0.21 -0.001
C -0.833 -2.310 -1.030 -0.26 -0.30 -0.47 0.003
H -0.978 -3.282 -0.526 0.01 0.31 -0.14 -0.002
H -0.442 -2.528 -2.034 -0.21 -0.04 0.17 0.000
H -1.824 -1.847 -1.133 0.24 -0.11 -0.05 0.000
C -2.648 2.844 -2.180 -0.74 0.31 -0.07 0.000
C -3.615 1.941 -2.353 -0.16 0.37 0.28 0.001
C -3.566 0.794 -3.329 -0.49 -0.21 -0.42 0.002
C -2.870 1.032 -4.702 -0.21 0.10 -0.62 -0.011
C -1.402 0.493 -4.782 -0.20 0.18 0.88 0.016
C -0.766 0.264 -3.445 1.62 -0.59 0.61 -0.099
C -0.586 1.474 -2.511 -0.52 -0.03 -0.29 0.000
C -1.342 2.760 -2.898 0.55 0.32 0.13 0.013
H -4.608 0.524 -3.570 0.31 0.12 0.15 -0.001
H -2.940 2.093 -4.989 -0.12 -0.30 0.18 -0.001
H -3.154 -0.099 -2.834 -0.09 0.22 -0.19 0.001
H -1.469 2.806 -3.980 -0.13 -0.02 0.30 0.001
H -2.761 3.690 -1.488 -0.18 -0.51 -0.21 0.000
H -4.542 2.002 -1.759 0.56 0.07 -0.27 0.000
H -0.717 3.636 -2.679 -0.18 -0.19 0.23 -0.001
H -0.893 1.171 -1.493 0.30 0.28 -0.39 -0.054
H -1.148 -0.630 -2.935 0.00 0.48 -0.15 -0.011
H 0.478 1.823 -2.413 -0.36 -0.35 -0.42 -0.007
H -3.464 0.493 -5.461 0.25 0.21 0.25 0.001
H -1.471 -0.462 -5.337 0.35 0.28 0.27 -0.001
P -0.056 1.383 -5.686 -1.86 -1.34 -1.23 -0.003
C -0.329 3.122 -6.076 0.53 0.57 -0.24 -0.001
C -0.170 0.534 -7.291 0.35 0.37 -0.32 -0.001
P 1.325 -0.209 -3.490 -2.02 -0.17 0.75 -0.134
C 1.510 0.901 -4.973 0.83 0.89 0.17 0.012
C 1.166 -1.842 -4.290 0.38 -0.45 0.08 0.010
C 3.230 -0.271 -3.096 1.11 -0.08 -1.35 -0.036
H 0.317 3.784 -5.479 -0.37 -0.21 -0.12 0.000
H -1.381 3.421 -5.973 0.32 -0.24 0.12 0.000
H -0.060 3.244 -7.137 0.00 0.06 0.34 0.000
H 0.297 1.171 -8.051 -0.02 -0.34 -0.06 0.000
H -1.219 0.360 -7.562 0.26 0.15 0.11 0.000
H 0.353 -0.428 -7.243 -0.16 0.18 0.00 0.001
H 3.724 -0.087 -4.062 0.42 -0.23 0.42 0.003
H 3.560 -1.246 -2.704 -0.02 0.32 0.00 -0.005
H 3.594 0.556 -2.433 -0.03 -0.43 -0.53 0.005
H 2.083 1.807 -4.719 -0.06 -0.28 -0.10 0.001
H 2.077 0.332 -5.729 -0.18 0.39 0.19 -0.002
H 1.675 -2.612 -3.692 -0.14 0.18 -0.20 0.002
H 1.632 -1.827 -5.285 -0.09 -0.14 0.21 -0.003
H 0.110 -2.120 -4.387 0.27 0.12 0.02 0.002
C 4.211 2.854 2.862 -0.56 0.49 0.31 -0.004
C 4.425 2.094 1.696 -0.18 0.10 -1.14 0.015
C 3.553 2.207 0.610 0.35 0.19 0.93 0.033
C 2.318 2.922 0.766 -0.20 0.37 0.89 -0.037
C 1.183 2.640 -0.041 -0.16 -0.05 -0.75 -0.212
C -0.026 3.242 0.230 0.47 0.34 0.30 0.088
C -0.147 4.187 1.280 0.26 0.38 0.12 -0.017
C 0.924 4.455 2.107 -0.27 -0.07 -0.22 0.013
C 2.153 3.763 1.933 0.01 -0.73 -0.54 -0.014
C 3.130 3.720 2.952 0.66 -0.13 -0.04 0.005
H 4.911 2.783 3.693 -0.15 -0.03 -0.22 0.000
H 5.295 1.435 1.636 -0.19 0.37 -0.07 0.000
H 3.849 1.805 -0.385 -0.09 0.04 0.70 -0.027
H -0.925 3.015 -0.339 0.20 -0.09 0.15 -0.004
H -1.101 4.701 1.424 0.28 -0.13 0.08 -0.002
H 0.846 5.166 2.933 -0.09 -0.27 -0.19 0.000
H 2.984 4.349 3.833 0.13 -0.24 -0.21 -0.001
```
Positions in Å, forces in eV/Å.